Formula: C2H3NO
Source: the OMol25 dataset
Level of theory: ωB97M-V/def2-TZVPD

```
7
Properties=species:S:1:pos:R:3:forces:R:3
H 1.2992 0.9909 1.5558 3.5516 2.5863 0.2881
N 0.5399 0.4412 1.5094 -2.9010 -2.7260 0.0835
C 0.2966 0.0289 0.3736 -0.4095 0.3959 -1.7761
C -0.5632 -0.4403 -0.6544 -2.0889 -2.6327 0.2169
O 0.6041 0.2456 -0.9931 2.7502 0.2379 0.8870
H -0.8434 -1.5114 -0.9804 1.1526 1.6246 0.5312
H -1.3332 0.2451 -0.8110 -2.0550 0.5139 -0.2306
```
Positions in Å, forces in eV/Å.

Computed properties:
Energy above the lowest of the compared OMol25 structures with the same formula, charge and spin: 2.3740 eV
E_tot: -207.91042 Ha
LUMO level: 0.98 eV
Net charge: 0
SMILES: [H]/N=C1/CO1
HOMO-LUMO gap: 0.42241 hartree
Molar mass: 57.05 g mol⁻¹